C40H45AsFIrN2O7P3 as an isolated structure. Source: OMol25; level of theory: the ωB97M-V functional and the def2-TZVPD basis.

Properties
DFT total energy   -153775.9648 eV
HOMO level (alpha / beta)   -12.313 / -12.315 eV
Lowest unoccupied orbital energy (alpha / beta)   -7.991 / -7.991 eV
Orbital gap (alpha / beta)   4.32 / 4.32 eV
Net charge   +2
ΔE to the lowest compared entry with this formula, charge and spin   0.0 kcal per mole
<S²>   0.753
2S+1   2

The geometry in XYZ format:
```
100
Properties=species:S:1:pos:R:3:forces:R:3
Ir -2.531643 1.085771 0.353049 0.5 1.1 0.9
C -4.613182 5.149383 0.473471 0.0 0.0 0.0
C -4.338541 4.223848 -0.702711 0.1 -0.1 0.1
O -5.021889 4.586758 -1.893236 0.0 0.0 0.0
P -2.537163 4.022200 -0.999564 0.0 0.0 -0.1
O -1.807670 5.409713 -0.916680 -0.1 0.0 0.0
O -2.355026 3.638011 -2.506192 0.0 0.0 0.1
O -1.940118 3.075657 0.006170 -0.1 0.0 0.2
P -4.847579 2.482776 -0.392336 0.1 -0.2 -1.0
O -6.410471 2.432855 -0.578492 -0.1 0.1 0.2
O -4.102937 1.648957 -1.449797 -0.2 0.0 0.0
O -4.427900 2.048050 0.978093 -0.1 -0.5 0.4
H -4.222406 6.148733 0.274073 0.0 0.0 0.0
H -4.154037 4.764170 1.384171 0.0 0.0 0.0
H -5.688771 5.220726 0.635693 0.0 0.0 0.0
H -4.936200 5.535090 -2.055300 0.0 0.0 0.0
H -1.244622 5.519300 -0.137846 0.0 0.0 0.0
H -2.971667 2.920362 -2.745112 0.0 0.0 0.0
H -6.727781 2.881379 -1.375992 0.0 0.0 0.0
C -6.546813 -2.364929 -0.237479 0.0 0.0 0.0
C -5.265017 -1.951534 0.396569 0.0 0.0 0.0
C -4.640185 -2.364524 1.560407 0.0 -0.1 0.0
C -3.499768 -1.566000 1.700304 0.1 0.0 -0.1
N -3.408325 -0.737706 0.655469 0.0 0.3 0.2
N -4.493676 -0.981291 -0.116885 0.1 -0.1 -0.2
C -2.490382 -1.562126 2.796148 0.0 0.0 0.1
H -6.669679 -3.444876 -0.188461 0.0 0.0 0.0
H -6.591619 -2.057095 -1.281386 0.0 0.0 0.0
H -7.386718 -1.908608 0.286869 0.0 0.0 0.0
H -4.982618 -3.127718 2.238354 0.0 0.0 0.0
H -4.651002 -0.379568 -0.919449 0.0 0.1 0.0
H -2.948090 -1.882200 3.730024 0.0 0.0 0.0
H -2.079717 -0.563208 2.941218 0.0 0.0 0.0
H -1.665201 -2.247258 2.586800 0.0 0.0 0.0
F 1.567105 -7.182296 -1.465167 0.0 0.0 0.0
C 0.789459 -6.141704 -1.383820 0.0 0.0 0.0
C 0.020599 -5.810885 -2.510390 0.0 0.0 0.0
C -0.783213 -4.717616 -2.422381 0.0 0.0 0.0
C -0.836923 -3.941911 -1.211592 0.0 0.0 0.0
C -1.638250 -2.848244 -1.142284 0.0 0.1 0.0
C -0.026355 -4.338966 -0.090485 0.0 0.0 0.0
C 0.780979 -5.428776 -0.172877 0.0 0.0 0.0
H 0.091603 -6.425458 -3.396941 0.0 0.0 0.0
H -1.393177 -4.411839 -3.263205 0.0 0.0 0.0
H -1.706117 -2.211956 -0.259640 -0.1 -0.2 -0.2
H -2.240804 -2.553305 -1.994261 0.0 0.0 0.0
H -0.073022 -3.756874 0.820994 0.0 0.0 0.0
H 1.408745 -5.765996 0.640291 0.0 0.0 0.0
C 0.436694 -0.669523 1.036802 0.1 0.1 0.0
C 1.909415 -1.028404 0.837019 0.0 0.1 0.0
As 3.243159 0.167365 1.748637 0.1 -0.4 -0.1
C 4.334789 -1.283391 2.502071 0.0 0.0 -0.1
C 3.734827 -2.274280 3.276196 -0.1 0.1 0.0
C 4.496498 -3.268649 3.873143 0.0 0.0 0.0
C 5.874889 -3.278607 3.709240 0.0 0.0 0.0
C 6.483340 -2.283516 2.958299 0.0 0.0 0.0
C 5.718769 -1.289321 2.362440 0.0 0.0 0.0
C 4.346645 0.572561 0.186608 0.0 0.2 0.1
C 4.772081 1.889121 0.032189 -0.1 0.0 0.0
C 5.563590 2.255726 -1.051046 0.0 0.0 0.0
C 5.938746 1.302476 -1.985204 0.0 0.0 0.0
C 5.526722 -0.017833 -1.833046 0.0 0.0 0.0
C 4.736908 -0.378707 -0.753304 0.0 -0.1 0.0
P -0.270630 0.783987 0.153803 -0.3 -0.6 -0.3
C 0.571869 2.236872 0.823779 0.1 0.0 0.0
C 1.106884 3.226786 0.003253 0.0 0.0 0.0
C 1.677130 4.359271 0.566265 0.0 0.0 0.0
C 1.694243 4.519729 1.946703 0.0 0.0 0.0
C 1.141252 3.545916 2.766397 0.0 0.0 0.0
C 0.584514 2.407784 2.205939 -0.1 0.0 0.0
C 0.258163 0.544219 -1.563333 0.1 0.0 0.0
C -0.689353 0.099406 -2.487490 0.0 0.0 0.0
C -0.315930 -0.192774 -3.792355 0.0 0.0 0.0
C 1.006926 -0.039202 -4.184830 0.0 0.0 0.0
C 1.952831 0.416773 -3.276064 0.0 0.0 0.0
C 1.582389 0.710733 -1.971743 0.0 0.0 0.0
H 0.180092 -0.578046 2.095146 0.0 0.1 0.0
H -0.178933 -1.482321 0.653838 -0.1 -0.1 0.1
H 2.136562 -1.087943 -0.228053 0.1 0.0 0.0
H 2.082939 -2.023726 1.250196 0.0 0.0 0.0
H 2.661519 -2.263524 3.446120 0.0 0.0 0.0
H 4.017305 -4.027588 4.478693 0.0 0.0 0.0
H 6.472516 -4.050361 4.175623 0.0 0.0 0.0
H 7.558493 -2.278151 2.835728 0.0 0.0 0.0
H 6.211074 -0.519168 1.781143 0.0 0.0 0.0
H 4.479091 2.636556 0.761438 0.0 0.0 0.0
H 5.892371 3.281136 -1.158856 0.0 0.0 0.0
H 6.561799 1.581804 -2.824734 0.0 0.0 0.0
H 5.835845 -0.766321 -2.551607 0.0 0.0 0.0
H 4.440962 -1.415583 -0.632976 0.0 0.0 0.0
H 1.079555 3.122484 -1.073713 0.0 0.0 0.0
H 2.112128 5.115891 -0.074471 0.0 0.0 0.0
H 2.139760 5.404419 2.382574 0.0 0.0 0.0
H 1.151956 3.668057 3.841052 0.0 0.0 0.0
H 0.157651 1.655027 2.859109 0.0 0.0 0.0
H -1.728535 0.024592 -2.182875 0.0 0.0 0.0
H -1.060698 -0.514629 -4.509660 0.0 0.0 0.0
H 1.298083 -0.258099 -5.203891 0.0 0.0 0.0
H 2.983926 0.550399 -3.576858 0.0 0.0 0.0
H 2.334964 1.071311 -1.281537 0.0 0.0 0.0
```
Forces are in eV/Å.

=====

Cl2H2NP as an isolated structure. Source: OMol25; level of theory: the ωB97M-V functional and the def2-TZVPD basis.

Properties
DFT total energy   -35848.7355 eV
HOMO level (alpha / beta)   -6.540 / -10.116 eV
Lowest unoccupied orbital energy (alpha / beta)   -0.772 / -3.183 eV
Orbital gap (alpha / beta)   5.77 / 6.93 eV
Net charge   0
ΔE to the lowest compared entry with this formula, charge and spin   128.8 kcal per mole
<S²>   2.062
2S+1   3

The geometry in XYZ format:
```
6
Properties=species:S:1:pos:R:3:forces:R:3
N -0.753073 0.177683 0.088325 0.5 -1.6 2.9
P 0.229007 -1.140952 -0.047625 0.9 -0.3 -1.0
Cl -1.087658 0.502992 1.766858 -0.6 0.0 1.4
Cl -0.813856 1.646583 -0.886545 -0.2 2.7 -2.5
H 0.235109 -0.673612 -1.383906 0.6 -0.9 -0.5
H 2.190472 -0.512693 0.462893 -1.2 0.0 -0.2
```
Forces are in eV/Å.

=====

A 2-piece molecular cluster, C2H4INO overall. Source: OMol25; level of theory: the ωB97M-V functional and the def2-TZVPD basis.

Properties
DFT total energy   -13774.1369 eV
HOMO level   -9.106 eV
SMILES   C=C=N.OI
Lowest unoccupied orbital energy   -1.198 eV
Orbital gap   7.91 eV
Net charge   0
ΔE to the lowest compared entry with this formula, charge and spin   52.7 kcal per mole

The geometry in XYZ format:
```
9
Properties=species:S:1:pos:R:3:forces:R:3
C -2.540152 0.840035 -0.058573 -1.1 1.2 -0.4
C -1.496400 0.237853 0.385735 0.7 -1.8 0.4
N -3.482239 1.573881 -0.337191 0.6 -0.7 2.1
O 1.178123 0.383283 -0.250811 1.9 -0.5 0.0
I 3.195006 0.115867 -0.014920 -1.0 0.3 -0.1
H -1.353306 -0.822065 0.588703 -0.9 0.1 -0.1
H -0.552655 0.706144 0.425840 0.4 1.2 0.2
H -3.654718 1.733950 -1.283076 -0.4 0.2 -2.0
H 0.908276 -0.542333 -0.326154 -0.3 0.1 -0.1
```
Forces are in eV/Å.